Record 1
2 unconnected molecules or ions with the total composition C3BrN in a non-equilibrium geometry, computed with wB97M-V/def2-TZVPD.

The geometry in XYZ format:
```
5
Properties=species:S:1:pos:R:3:nbo_charge:R:1
Br 0.14 -2.65 -1.41 0.2095
N 0.79 0.45 1.58 -0.1281
C 0.45 -1.02 -1.97 -0.1125
C -0.06 0.54 0.77 -0.1572
C -1.12 0.48 -0.05 0.1883
```

energy relative to the best compared isomer or geometry (same formula, charge and spin)	33.7	kJ/mol
E_tot	-2742.7115	hartree
HOMO-LUMO gap (alpha / beta)	7.08 / 6.74	eV

=====

Record 2
A single C3Cl2 molecule in a non-equilibrium geometry, computed with wB97M-V/def2-TZVPD.

The geometry in XYZ format:
```
5
Properties=species:S:1:pos:R:3:nbo_charge:R:1
Cl -1.09 0.74 -0.74 0.6069
Cl -2.71 -0.40 0.35 -0.4092
C 1.28 -0.10 0.14 -0.5524
C 2.13 -0.79 0.78 0.2812
C 0.39 0.55 -0.52 0.0734
```

energy relative to the best compared isomer or geometry (same formula, charge and spin)	268.7	kJ/mol
E_tot	-1034.4048	hartree
HOMO-LUMO gap (alpha / beta)	7.23 / 7.18	eV

=====

Record 3
A molecular structure, C3Cl2F3N in a non-equilibrium geometry, computed with wB97M-V/def2-TZVPD.

The geometry in XYZ format:
```
9
Properties=species:S:1:pos:R:3:nbo_charge:R:1
Cl 2.11 1.37 0.43 0.0843
Cl -2.04 -1.02 0.53 0.1132
F 2.21 -0.31 -1.49 -0.2718
F -1.79 1.01 -1.04 -0.3083
F -0.95 1.22 1.00 -0.3539
N 0.05 -1.84 0.55 -0.2666
C -1.95 0.64 0.22 0.5914
C 1.61 -0.07 -0.35 0.2916
C 0.75 -0.99 0.16 0.1202
```

2S+1	3
E_tot	-1388.8656	hartree
HOMO-LUMO gap (alpha / beta)	9.11 / 9.25	eV
⟨S²⟩	2.021

=====

Record 4
A gas-phase ion, C3Cl3O (charge +1) in a non-equilibrium geometry, computed with wB97M-V/def2-TZVPD.

The geometry in XYZ format:
```
7
Properties=species:S:1:pos:R:3:nbo_charge:R:1
Cl 0.17 1.99 -0.44 0.4064
Cl 1.43 -1.40 -0.97 0.1110
Cl 1.19 0.87 2.00 0.4166
O -0.96 -0.79 -0.64 -0.3682
C 0.18 -0.56 -0.03 -0.0925
C -1.01 -1.40 0.45 0.4807
C 0.45 0.76 0.56 0.0460
```

energy relative to the best compared isomer or geometry (same formula, charge and spin)	257.4	kJ/mol
total charge	+1
E_tot	-1569.6277	hartree
HOMO-LUMO gap	6.85	eV

=====

Record 5
2 unconnected molecules or ions with the total composition C3Cl5FN4 in a non-equilibrium geometry, computed with wB97M-V/def2-TZVPD.

The geometry in XYZ format:
```
13
Properties=species:S:1:pos:R:3:nbo_charge:R:1
Cl 2.27 -1.80 1.08 0.0918
Cl 1.21 0.77 2.10 0.1081
Cl 1.85 2.45 -0.22 0.0862
Cl 1.39 -1.24 -1.57 0.0042
Cl 3.92 0.03 -0.39 0.0843
F -2.68 -1.41 0.22 -0.2490
N -2.06 0.53 -0.80 -0.2690
N -0.54 -0.58 0.36 -0.2793
N -0.15 0.55 -0.06 -0.0968
N -1.00 1.19 -0.79 0.0004
C 2.32 -0.60 -0.14 -0.1860
C 1.09 0.96 0.43 0.0761
C -1.78 -0.61 -0.15 0.6290
```

energy relative to the best compared isomer or geometry (same formula, charge and spin)	0.0	kJ/mol
E_tot	-2734.0326	hartree
HOMO-LUMO gap	9.71	eV

=====

Record 6
A single C3ClF3 molecule in a non-equilibrium geometry, computed with wB97M-V/def2-TZVPD.

The geometry in XYZ format:
```
7
Properties=species:S:1:pos:R:3:nbo_charge:R:1
Cl -2.56 0.02 -0.34 0.1403
F 1.00 0.73 0.94 -0.3735
F 1.47 -1.63 0.36 -0.2763
F 0.21 1.25 -1.01 -0.3493
C 0.11 0.20 -0.06 0.4187
C 1.23 -0.90 -0.65 0.5041
C -1.46 0.33 0.76 -0.0640
```

energy relative to the best compared isomer or geometry (same formula, charge and spin)	257.7	kJ/mol
2S+1	3
E_tot	-873.7740	hartree
HOMO-LUMO gap (alpha / beta)	7.70 / 8.08	eV
⟨S²⟩	2.014

=====

Question: Which value of E_tot does entry 5 give?
Answer: -2734.0326 hartree

=====

Question: The highest E_tot belongs to which entry?
Answer: C3ClF3

=====

Question: Which of these has the lowest E_tot?
Answer: C3BrN